(1)
C28H31ClF2IrN6O7S | ωB97M-V with the def2-TZVPD basis set

```
77
Properties=species:S:1:pos:R:3
Ir -1.337 -0.416 0.811
O -1.045 -6.026 3.029
C 0.004 -5.831 2.328
O 0.889 -6.714 2.241
C 0.235 -4.576 1.588
C 1.355 -4.311 0.798
Cl 2.743 -5.241 0.668
N 1.176 -3.094 0.236
N 0.015 -2.537 0.681
C -0.562 -3.426 1.465
C -1.898 -3.092 2.058
O -2.490 -3.939 2.728
O -2.384 -1.941 1.797
C 1.934 -2.389 -0.743
C 1.572 -0.947 -0.876
C 2.282 -0.274 -2.009
C 3.209 -0.894 -2.766
C 3.523 -2.260 -2.540
C 2.857 -2.990 -1.548
H -1.705 -5.185 3.005
H 0.494 -0.898 -1.069
H 2.031 0.766 -2.196
H 3.710 -0.359 -3.563
H 4.256 -2.757 -3.159
H 3.084 -4.039 -1.453
N -2.891 -1.396 -0.699
C -3.238 -0.663 -1.928
C -1.962 -0.123 -2.530
N -1.288 0.688 -1.503
H -2.498 -2.305 -0.931
H -3.710 -1.584 -0.127
H -3.896 0.163 -1.651
H -3.771 -1.288 -2.645
H -2.176 0.442 -3.439
H -1.299 -0.948 -2.803
H -1.826 1.536 -1.323
H -0.380 1.000 -1.832
O 6.732 -1.099 -1.261
C 6.602 -0.419 -0.040
N 5.369 0.349 0.027
C 4.229 -0.203 0.482
O 4.132 -1.353 0.884
C 2.999 0.654 0.503
C 3.006 2.001 0.698
C 1.794 2.687 0.856
C 0.583 1.956 0.856
N 0.521 0.667 0.682
C 1.730 -0.128 0.467
H 6.357 -1.981 -1.168
H 7.433 0.275 0.043
H 6.605 -1.100 0.808
H 5.330 1.214 -0.487
H 3.940 2.545 0.773
H 1.768 3.752 1.033
H -0.364 2.464 1.021
H 1.792 -0.849 1.292
F 0.073 -0.877 3.228
C -0.884 -0.021 2.786
F -1.961 -0.168 3.562
H -0.526 1.002 2.892
C -4.690 2.661 2.251
S -3.938 1.997 0.782
O -2.572 1.496 1.269
C -3.636 3.461 -0.165
C -4.187 3.527 -1.437
C -3.911 4.630 -2.236
C -3.086 5.638 -1.761
C -2.536 5.560 -0.483
C -2.807 4.469 0.324
H -4.111 3.502 2.625
H -4.709 1.849 2.976
H -5.705 2.967 1.998
H -4.852 2.746 -1.789
H -4.352 4.705 -3.220
H -2.878 6.498 -2.383
H -1.911 6.362 -0.112
H -2.391 4.411 1.323
```

Computed properties:
spin multiplicity: 6
calculated total energy: -3102.52949 Ha
gap between HOMO and LUMO (spin up / spin down): 6.595 / 4.513 eV
largest force on an atom: 2.9 eV/Å
net charge: +2

=====

(2)
C28H31ClIN3O4RuS2Si | ωB97M-V with the def2-TZVPD basis set

```
72
Properties=species:S:1:pos:R:3
Ru 0.288 1.523 -0.429
Cl 1.520 4.715 5.920
C 1.604 3.835 4.422
C 2.754 3.183 4.092
C 2.839 2.456 2.887
I 4.608 1.470 2.412
C 1.782 2.392 2.011
O 1.828 1.725 0.874
C 0.590 3.087 2.359
N -0.422 2.991 1.459
C -1.571 3.546 1.743
C -1.782 4.281 2.930
C -0.768 4.417 3.828
C 0.477 3.798 3.564
H 3.603 3.223 4.760
H -2.362 3.432 1.017
H -2.749 4.731 3.104
H -0.899 4.980 4.742
C -0.642 0.245 0.933
Si -0.682 -1.489 0.276
C -1.262 -1.150 -1.473
N -0.362 -0.146 -2.105
C 0.880 -0.852 -2.603
C 1.083 -0.747 -4.107
C -0.164 -1.248 -4.824
C -1.385 -0.408 -4.407
C -1.069 0.520 -3.237
C -1.942 -2.540 1.158
C -1.600 -3.680 1.888
C -2.572 -4.424 2.546
C -3.903 -4.038 2.484
C -4.264 -2.904 1.766
C -3.290 -2.164 1.113
C 1.001 -2.286 0.314
C 1.194 -3.559 -0.232
C 2.451 -4.145 -0.264
C 3.545 -3.463 0.256
C 3.374 -2.203 0.810
C 2.112 -1.620 0.839
H -0.182 0.367 1.915
H -1.670 0.617 0.981
H -2.259 -0.703 -1.400
H -1.353 -2.043 -2.102
H 0.783 -1.909 -2.352
H 1.742 -0.485 -2.063
H 1.951 -1.358 -4.365
H 1.319 0.280 -4.403
H -0.314 -2.294 -4.538
H -0.030 -1.241 -5.905
H -2.235 -1.050 -4.171
H -1.709 0.237 -5.226
H -1.977 0.960 -2.840
H -0.449 1.351 -3.570
H -0.564 -3.992 1.950
H -2.289 -5.304 3.109
H -4.660 -4.617 2.996
H -5.301 -2.597 1.718
H -3.588 -1.277 0.564
H 0.350 -4.106 -0.643
H 2.579 -5.132 -0.691
H 4.528 -3.917 0.232
H 4.220 -1.670 1.227
H 2.008 -0.629 1.266
O -1.799 2.250 -0.941
S -1.576 3.529 -1.728
O -1.980 4.687 -0.981
O -2.045 3.422 -3.081
S 0.511 3.443 -1.769
N 2.773 1.373 -1.463
H 2.970 1.354 -2.458
H 3.356 0.688 -0.993
H 3.045 2.279 -1.099
```

Computed properties:
spin multiplicity: 5
calculated total energy: -3489.45783 Ha
gap between HOMO and LUMO (spin up / spin down): 7.617 / 6.324 eV
largest force on an atom: 0.5 eV/Å

=====

(3)
C28H31F24N2O6 | ωB97M-V with the def2-TZVPD basis set

```
91
Properties=species:S:1:pos:R:3
C 3.061 -5.062 0.615
C 3.986 -3.851 0.628
O 5.130 -4.009 1.002
N 3.491 -2.565 0.152
C 4.282 -1.552 0.892
C 3.844 -2.575 -1.291
C 3.027 -1.631 -2.176
C 3.021 -0.136 -1.783
C 1.739 0.353 -1.114
O 1.425 -0.365 0.110
C 0.107 -0.502 0.312
O -0.652 0.381 0.643
C -0.397 -1.922 0.137
C -0.857 -2.672 1.196
C -1.251 -3.932 0.953
N -1.203 -4.442 -0.269
C -0.796 -3.726 -1.317
C -0.388 -2.460 -1.134
H 2.003 -4.818 0.722
H 3.356 -5.682 1.460
H 3.274 -5.648 -0.281
H 3.806 -0.573 0.837
H 4.330 -1.799 1.949
H 5.291 -1.450 0.484
H 4.927 -2.455 -1.418
H 3.629 -3.591 -1.647
H 3.490 -1.676 -3.167
H 2.019 -2.025 -2.310
H 3.904 0.137 -1.207
H 3.097 0.422 -2.717
H 0.925 0.344 -1.840
H 1.900 1.401 -0.850
H -0.878 -2.253 2.193
H -1.596 -4.545 1.773
H -1.511 -5.397 -0.409
H -0.776 -4.191 -2.291
H -0.062 -1.890 -1.990
C 0.580 0.937 -7.701
C 0.742 0.512 -6.227
C 0.990 1.613 -5.192
F 2.127 2.285 -5.410
F 1.100 1.040 -3.957
F 1.699 -0.438 -6.138
F -0.432 -0.087 -5.865
O 1.705 0.815 -8.565
C 2.654 1.823 -8.654
C 4.034 1.359 -8.177
F 3.991 0.936 -6.896
F 4.904 2.388 -8.240
F 2.237 2.935 -8.021
F 2.758 2.140 -9.959
H -0.138 0.231 -8.118
H 0.106 1.914 -7.793
H 0.159 2.322 -5.166
H 4.398 0.541 -8.801
C -4.946 3.045 2.417
C -4.564 4.359 3.130
C -4.539 5.645 2.297
F -3.641 5.591 1.298
F -4.192 6.681 3.093
F -3.383 4.182 3.768
F -5.501 4.550 4.098
O -3.893 2.171 2.003
C -3.264 2.356 0.781
C -1.782 2.703 0.943
F -1.616 3.839 1.657
F -1.219 2.913 -0.274
F -3.926 3.250 0.026
F -3.357 1.172 0.130
H -5.480 2.463 3.169
H -5.669 3.210 1.619
H -5.527 5.852 1.877
H -1.251 1.905 1.446
C -1.394 1.151 5.724
C -1.610 0.290 4.463
C -3.034 -0.181 4.158
F -3.532 -0.967 5.123
F -3.030 -0.921 3.011
F -0.762 -0.769 4.493
F -1.225 1.058 3.404
O -0.913 0.514 6.903
C -1.779 -0.101 7.794
C -1.528 -1.609 7.893
F -1.666 -2.209 6.691
F -2.425 -2.165 8.732
F -3.060 0.189 7.500
F -1.533 0.433 9.005
H -0.591 1.838 5.461
H -2.256 1.786 5.933
H -3.704 0.667 4.008
H -0.519 -1.803 8.263
```

Computed properties:
calculated total energy: -4043.02842 Ha
gap between HOMO and LUMO: 7.306 eV
largest force on an atom: 2.5 eV/Å
net charge: +1

=====

(4)
C28H31F2N5OPdS4 | ωB97M-V with the def2-TZVPD basis set

```
72
Properties=species:S:1:pos:R:3
Pd 0.848 0.607 -0.057
F 6.248 -0.122 -0.840
C 5.250 0.105 0.009
C 4.034 0.549 -0.492
C 3.029 0.708 0.429
C 3.162 0.585 1.808
C 4.416 0.133 2.228
F 4.637 -0.089 3.527
C 5.459 -0.110 1.358
C 2.023 0.886 2.698
C 2.133 1.130 4.064
C 0.996 1.430 4.793
C -0.234 1.480 4.155
C -0.273 1.230 2.800
N 0.823 0.943 2.094
H 3.916 0.718 -1.554
H 6.415 -0.454 1.728
H 3.097 1.096 4.545
H 1.074 1.629 5.854
H -1.142 1.715 4.693
H -1.198 1.259 2.247
S -6.214 0.943 1.622
C -4.759 0.817 0.852
S -3.934 2.142 0.107
C -2.548 1.138 -0.155
N -2.742 -0.117 0.223
N -3.952 -0.282 0.773
C -4.299 -1.598 1.201
C -5.567 -2.109 0.942
C -5.865 -3.392 1.373
C -4.910 -4.142 2.043
C -3.638 -3.622 2.274
C -3.320 -2.347 1.850
S -1.141 1.785 -0.870
H -6.289 -1.545 0.370
H -6.843 -3.807 1.173
H -5.150 -5.141 2.381
H -2.895 -4.214 2.792
H -2.337 -1.928 2.017
C 0.972 5.169 -0.693
C 2.020 4.846 -1.774
C 2.362 3.366 -1.542
O 1.500 2.920 -0.472
C 1.191 4.073 0.330
H -0.037 5.093 -1.099
H 1.098 6.164 -0.270
H 2.910 5.461 -1.658
H 1.629 5.020 -2.774
H 3.402 3.237 -1.236
H 2.163 2.729 -2.404
H 2.037 4.288 0.991
H 0.315 3.829 0.930
C 2.363 -3.308 -2.645
C 2.235 -1.822 -2.370
N 0.842 -1.350 -2.529
C -0.131 -1.579 -1.633
S 0.245 -1.725 0.063
N -1.394 -1.613 -2.002
C -1.949 -1.515 -3.357
C -2.207 -2.881 -3.972
H 3.403 -3.618 -2.540
H 2.043 -3.554 -3.659
H 1.766 -3.886 -1.937
H 2.834 -1.236 -3.066
H 2.560 -1.578 -1.363
H 0.543 -1.294 -3.493
H -2.044 -1.717 -1.235
H -1.285 -0.915 -3.979
H -2.867 -0.935 -3.276
H -1.279 -3.443 -4.086
H -2.661 -2.768 -4.955
H -2.884 -3.465 -3.350
```

Computed properties:
spin multiplicity: 5
calculated total energy: -3354.32920 Ha
gap between HOMO and LUMO (spin up / spin down): 7.886 / 5.036 eV
largest force on an atom: 0.3 eV/Å
net charge: +2

=====

Q: The lowest largest force on an atom belongs to which entry?
A: C28H31F2N5OPdS4